{
  "formula": "C52H120N8O8",
  "method": "ωB97M-V with the def2-TZVPD basis set",
  "symbols": ["C", "C", "C", "O", "C", "N", "H", "H", "H", "H", "H", "H", "H", "H", "H", "H", "H", "C", "C", "C", "O", "C", "N", "H", "H", "H", "H", "H", "H", "H", "H", "H", "H", "H", "C", "C", "C", "O", "C", "N", "H", "H", "H", "H", "H", "H", "H", "H", "H", "H", "H", "C", "C", "C", "O", "C", "N", "H", "H", "H", "H", "H", "H", "H", "H", "H", "H", "H", "C", "C", "C", "C", "C", "C", "N", "O", "C", "C", "C", "H", "H", "H", "H", "H", "H", "H", "H", "H", "H", "H", "H", "H", "H", "H", "H", "H", "H", "H", "C", "C", "C", "C", "C", "C", "N", "O", "C", "C", "C", "H", "H", "H", "H", "H", "H", "H", "H", "H", "H", "H", "H", "H", "H", "H", "H", "H", "H", "H", "C", "C", "C", "C", "C", "C", "N", "O", "C", "C", "C", "H", "H", "H", "H", "H", "H", "H", "H", "H", "H", "H", "H", "H", "H", "H", "H", "H", "H", "H", "C", "C", "C", "C", "C", "C", "N", "O", "C", "C", "C", "H", "H", "H", "H", "H", "H", "H", "H", "H", "H", "H", "H", "H", "H", "H", "H", "H", "H", "H"],
  "xyz": [[-7.1613, -5.9480, 10.4705], [-8.3555, -6.5131, 11.2832], [-8.3822, -8.0425, 11.3057], [-9.3050, -8.5206, 12.2241], [-9.6907, -9.8841, 12.0884], [-8.0352, -5.9109, 12.5894], [-7.3381, -6.3348, 9.4669], [-6.2342, -6.3652, 10.8637], [-7.0572, -4.8643, 10.5235], [-9.3662, -6.1942, 11.0287], [-7.3725, -8.3526, 11.5748], [-8.5990, -8.3211, 10.2744], [-9.0110, -10.5645, 12.6013], [-9.6125, -10.2153, 11.0529], [-10.7492, -10.0047, 12.3188], [-8.7678, -6.0867, 13.2622], [-7.2066, -6.3393, 12.9767], [-13.1438, -1.4367, 10.7398], [-12.0233, -1.8488, 11.6393], [-12.2578, -2.0463, 13.1593], [-13.4039, -2.7809, 13.3383], [-13.4580, -3.4769, 14.5635], [-11.4271, -3.1035, 11.1703], [-13.3315, -0.4169, 11.0758], [-13.9816, -2.0260, 11.1126], [-13.0722, -1.4982, 9.6539], [-11.2293, -1.1021, 11.6233], [-12.4567, -1.0655, 13.5912], [-11.4785, -2.4935, 13.7765], [-12.5733, -4.1058, 14.6625], [-14.3578, -4.0864, 14.6461], [-13.5353, -2.8581, 15.4575], [-12.1478, -3.7714, 11.4039], [-10.6022, -3.4974, 11.5998], [-8.7768, -2.1106, 14.6924], [-8.4996, -1.6638, 13.2112], [-7.8882, -0.2258, 13.1823], [-8.9143, 0.6263, 13.6277], [-8.5496, 1.9659, 13.4594], [-7.6266, -2.6463, 12.6064], [-9.4479, -1.3599, 15.1098], [-7.8490, -2.2102, 15.2556], [-9.4031, -2.9928, 14.8256], [-9.4104, -1.6588, 12.6124], [-7.6480, -0.0018, 12.1429], [-7.0145, -0.0904, 13.8197], [-7.7141, 2.3278, 14.0585], [-9.4264, 2.5695, 13.6940], [-8.3292, 2.2441, 12.4288], [-7.4043, -2.6049, 11.6220], [-7.8581, -3.6175, 12.7587], [-5.1179, -3.1293, 7.0830], [-4.4607, -4.4640, 6.9082], [-4.7582, -5.0659, 5.5400], [-4.1079, -6.2744, 5.3683], [-4.3572, -6.9028, 4.1742], [-3.0285, -4.3492, 7.1236], [-4.9178, -2.5976, 8.0132], [-6.1859, -3.2356, 6.8925], [-4.8046, -2.4210, 6.3161], [-4.7984, -5.1961, 7.6417], [-4.4307, -4.3561, 4.7804], [-5.8404, -5.1862, 5.4914], [-4.2342, -6.2195, 3.3339], [-5.4030, -7.2074, 4.1321], [-3.7389, -7.7924, 4.0542], [-2.6361, -4.1189, 6.2219], [-2.7292, -5.3139, 7.1297], [-10.2491, -7.3532, 3.1327], [-9.7132, -6.0679, 2.3146], [-8.2122, -5.9682, 2.6983], [-7.4104, -4.8770, 2.0242], [-7.5386, -5.0281, 0.5683], [-8.9603, -5.2732, -0.0273], [-9.7704, -6.1799, 0.8227], [-10.9904, -6.4912, 0.3934], [-9.6741, -3.9292, -0.1778], [-8.7059, -5.9374, -1.4220], [-10.4872, -4.8858, 2.9354], [-11.3352, -7.4170, 3.0665], [-10.0068, -7.4515, 4.1909], [-9.8067, -8.2836, 2.7767], [-8.0039, -5.9539, 3.7681], [-7.6911, -6.8937, 2.4532], [-6.3581, -4.9150, 2.3056], [-7.7825, -3.8996, 2.3312], [-6.8836, -5.7550, 0.0880], [-7.2311, -3.9991, 0.3819], [-10.6622, -4.1441, -0.5845], [-9.7345, -3.3500, 0.7436], [-9.1543, -3.2740, -0.8768], [-9.5942, -5.9262, -2.0536], [-8.0025, -5.3247, -1.9859], [-8.3726, -6.9735, -1.4806], [-10.7401, -5.0194, 3.9872], [-11.4642, -4.8430, 2.4540], [-9.9952, -3.9220, 2.8046], [-10.8988, -7.4312, 0.2215], [-10.9743, -3.3787, 7.1568], [-9.4715, -3.3705, 7.0127], [-9.1106, -2.6529, 5.6338], [-9.3160, -1.1654, 5.5957], [-8.6034, -0.4934, 6.7953], [-8.8811, -1.0845, 8.2052], [-8.8301, -2.6264, 8.1076], [-8.9316, -3.2109, 9.3604], [-7.6760, -0.6616, 9.0549], [-10.1479, -0.5911, 8.8594], [-8.9429, -4.8246, 7.1020], [-11.2933, -3.6266, 8.1692], [-11.4207, -2.4080, 6.9412], [-11.5516, -4.0162, 6.4872], [-8.1352, -2.9623, 5.2585], [-9.8998, -3.0497, 4.9951], [-8.9440, -0.6788, 4.6940], [-10.3710, -0.9153, 5.7079], [-8.9549, 0.5312, 6.6737], [-7.5602, -0.5258, 6.4813], [-7.8186, -1.0942, 10.0452], [-7.7276, 0.3926, 9.3271], [-6.6751, -0.9109, 8.7026], [-11.0171, -0.9538, 8.3107], [-10.1879, 0.4980, 8.8408], [-10.1891, -0.9751, 9.8787], [-7.8572, -4.8522, 7.1943], [-9.2081, -5.2037, 8.0890], [-9.3538, -5.5232, 6.3731], [-9.8410, -3.0135, 9.5962], [-12.9024, 1.6902, 1.3722], [-12.5254, 2.4890, 2.6678], [-11.1765, 1.8351, 3.2001], [-10.2450, 2.6737, 4.0709], [-10.0221, 4.0362, 3.3416], [-11.3482, 4.8030, 2.9515], [-12.2510, 3.8924, 2.2241], [-13.3664, 4.4615, 1.6265], [-11.9185, 5.4939, 4.2072], [-10.8908, 5.8421, 1.9031], [-13.6583, 2.5477, 3.7349], [-13.8261, 2.1007, 0.9642], [-13.1343, 0.6257, 1.4030], [-12.0775, 1.8566, 0.6793], [-11.5939, 0.9769, 3.7267], [-10.5989, 1.4326, 2.3679], [-9.3455, 2.0764, 4.2202], [-10.6733, 2.8828, 5.0512], [-9.5717, 3.7614, 2.3878], [-9.3417, 4.7040, 3.8699], [-11.3404, 6.3547, 4.5432], [-12.9189, 5.8852, 4.0223], [-11.9104, 4.8422, 5.0809], [-11.7178, 6.4454, 1.5286], [-10.1803, 6.5536, 2.3238], [-10.4748, 5.3600, 1.0185], [-14.6076, 2.7502, 3.2391], [-13.6020, 3.4358, 4.3644], [-13.7703, 1.6581, 4.3547], [-13.3390, 4.0665, 0.7520], [-9.7049, 5.5668, 10.7881], [-9.3797, 5.9652, 9.3181], [-8.1904, 6.9428, 9.3939], [-6.8238, 6.3059, 9.6061], [-6.6707, 5.2126, 8.5096], [-7.7873, 4.1647, 8.4309], [-9.0804, 4.8894, 8.3847], [-10.2003, 4.0833, 8.1389], [-7.6011, 3.4368, 7.1650], [-7.7292, 3.2180, 9.6118], [-10.6120, 6.8143, 8.7749], [-8.7694, 5.5316, 11.3464], [-10.3368, 4.6846, 10.8904], [-10.2786, 6.3986, 11.1972], [-8.1749, 7.4809, 8.4461], [-8.4010, 7.6181, 10.2231], [-6.8874, 5.8659, 10.6013], [-6.1392, 7.1461, 9.7222], [-5.7707, 4.6010, 8.5735], [-6.6649, 5.6417, 7.5076], [-7.9580, 4.0994, 6.3765], [-6.6355, 3.0754, 6.8114], [-8.3699, 2.6703, 7.0670], [-7.6819, 3.8275, 10.5142], [-8.5659, 2.5194, 9.6222], [-6.8112, 2.6550, 9.4432], [-10.5354, 7.1338, 7.7356], [-10.7348, 7.7078, 9.3870], [-11.5527, 6.2702, 8.8596], [-10.4096, 4.2251, 7.2127]],
  "gap_ev": [6.9, 2.7],
  "total_charge": 1,
  "spin_multiplicity": 2,
  "e_homo_ha": [-0.349, -0.349]
}